Formula: C27H71N6O12V
Source: the OMol25 dataset
Level of theory: ωB97M-V/def2-TZVPD

The geometry in XYZ format:
```
117
Properties=species:S:1:pos:R:3
O 0.98309 -1.37459 0.78399
V -0.13634 -1.05490 1.85064
O -0.50023 0.50688 1.73282
O -0.17610 -5.32986 3.17113
C 0.32776 -4.11075 2.97799
O 1.56069 -3.89700 3.14333
O -0.40891 -3.12352 2.67172
H 0.57204 -5.92338 3.30472
C 1.16966 -5.34970 -0.33810
O 0.27575 -5.16234 -1.42717
C 0.47621 -3.94625 -2.12500
C -0.52734 -3.73794 -3.25069
N -1.86632 -3.35529 -2.79197
C -2.83685 -3.38918 -3.88567
C -4.14835 -2.68901 -3.69092
O -3.95107 -1.29662 -3.54275
C -5.18019 -0.59668 -3.43539
H 0.59401 -6.00840 0.31738
H 1.36449 -4.46826 0.27741
H 2.07354 -5.89249 -0.61888
H 1.45814 -3.95428 -2.61620
H 0.49594 -3.12210 -1.40721
H -0.60965 -4.60598 -3.92066
H -0.13694 -3.00169 -3.95928
H -2.08907 -4.05098 -2.08819
H -3.03171 -4.44823 -4.10524
H -2.42912 -3.01854 -4.82986
H -4.69083 -3.01965 -2.79858
H -4.69971 -2.89439 -4.61554
H -5.79576 -0.98416 -2.61579
H -5.73370 -0.87690 -4.33985
H -5.09627 0.48339 -3.35557
C -1.29735 1.82826 -1.45692
C -2.06440 0.86189 -2.34557
C -2.09956 1.30344 -3.82582
O -2.79176 2.54445 -3.93824
C -2.87446 2.98260 -5.27574
N -1.40960 -0.43190 -2.15462
H -1.54053 1.72172 -0.39918
H -1.57644 2.85622 -1.71910
H -0.20980 1.86128 -1.52543
H -3.06395 0.77018 -1.91400
H -2.55918 0.50166 -4.40605
H -1.06484 1.51549 -4.11667
H -3.48210 3.88696 -5.30105
H -3.38450 2.24727 -5.90564
H -1.88965 3.22199 -5.68692
H -0.45347 -0.42699 -2.51583
H -1.95579 -1.18467 -2.56470
C 2.17754 1.44389 -3.78154
C 2.48079 0.23439 -2.91083
C 2.64668 0.67962 -1.42801
O 3.82023 1.44755 -1.31987
C 5.01271 0.78165 -1.07158
N 1.47658 -0.81414 -3.13633
H 1.32222 1.96866 -3.34808
H 2.03042 1.27037 -4.84731
H 2.98763 2.17042 -3.69472
H 3.46307 -0.17390 -3.17829
H 2.64223 -0.17326 -0.74439
H 1.77611 1.29164 -1.19181
H 5.20538 0.24728 -0.13037
H 5.81890 1.51643 -1.07761
H 5.16927 0.01193 -1.83740
H 1.42699 -0.93826 -4.14196
H 1.74551 -1.71485 -2.75973
C -4.27393 -1.58743 0.18810
C -3.13144 -1.06565 1.06777
C -3.23000 -1.54038 2.51522
O -2.28067 -0.82415 3.27855
C -2.41651 -0.91650 4.67923
N -1.86515 -1.60766 0.49637
H -4.19422 -1.26360 -0.84970
H -5.25815 -1.30712 0.56449
H -4.15046 -2.67435 0.20207
H -3.12299 0.02473 1.04746
H -2.95089 -2.59938 2.49173
H -4.24195 -1.39910 2.90331
H -2.63215 -1.94778 4.97222
H -3.23179 -0.27630 5.02670
H -1.47588 -0.60733 5.13149
H -1.84337 -1.20399 -0.45304
H -2.01356 -2.59539 0.30012
C 2.82498 0.59731 2.53312
C 2.36444 0.09804 3.88488
C 1.84108 1.19480 4.86163
O 1.14046 0.61560 5.93784
C 0.32520 1.53172 6.61268
N 1.23408 -0.84089 3.69319
H 3.03334 -0.20082 1.81979
H 3.73905 1.19090 2.63751
H 2.15640 1.25268 1.97142
H 3.17965 -0.46502 4.34619
H 1.17101 1.82945 4.26748
H 2.63659 1.89435 5.13607
H 0.91067 2.37431 6.99436
H -0.19410 1.06598 7.44860
H -0.45231 1.96699 5.97410
H 0.85578 -0.84841 4.64082
H 1.66173 -1.76513 3.56682
C 5.08795 4.74402 2.19660
C 3.76722 5.33387 1.66486
C 2.70864 4.22197 1.82524
O 1.63750 4.52391 0.96156
C 0.42401 3.84204 1.19102
N 3.55479 6.56533 2.45223
H 5.93067 5.41291 2.03078
H 5.30332 3.79881 1.69443
H 4.99102 4.56310 3.26960
H 3.92046 5.52743 0.60400
H 2.39093 4.22013 2.87604
H 3.08798 3.24630 1.51003
H -0.27707 4.10792 0.40037
H -0.01166 4.08980 2.16267
H 0.54676 2.75999 1.08522
H 2.78702 7.04414 1.99062
H 3.24373 6.28140 3.37482
```

Calculated values
frontier orbital gap	9.2	eV
F_max	0.0893	Eh/bohr
HOMO energy	-8.631	eV
E_tot	-3246.721835	hartree
energy relative to the best compared isomer or geometry (same formula, charge and spin)	0.0	kcal/mol